The following is a quantum chemistry calculation of 3 unconnected molecules or ions with the total composition C23H48Cl2N3O6 at a distorted geometry, from OMol25.

## Properties
- frontier orbital gap (alpha / beta) (eV) = 8.835 / 8.760
- spin multiplicity = 2
- total charge = 0
- LUMO energy (alpha / beta) (Ha) = 0.0145 / 0.0103
- HOMO level (alpha / beta) (eV) = -8.440 / -8.479
- molecular weight (g mol⁻¹) = 533.56

Positions of all 82 atoms, in Å:
C  -1.301  1.270  3.849
C  -1.398  1.830  2.424
C  -2.676  2.664  2.362
C  -0.208  2.716  2.030
C  1.129  1.967  1.828
Cl  1.898  2.528  0.302
C  2.067  2.329  3.000
C  3.340  1.523  2.994
O  4.238  1.613  2.256
Cl  3.340  0.230  4.237
C  0.947  0.448  1.817
C  -0.306  -0.124  1.134
C  -0.101  -0.245  -0.372
C  -0.559  -1.523  1.709
N  -1.519  0.724  1.420
O  -2.180  1.058  0.383
H  -1.177  2.099  4.548
H  -2.218  0.733  4.098
H  -0.464  0.595  4.007
H  -2.677  3.358  1.524
H  -2.784  3.221  3.295
H  -3.539  2.006  2.265
H  -0.078  3.464  2.819
H  -0.475  3.264  1.128
H  1.521  2.123  3.920
H  2.326  3.389  2.965
H  0.995  0.105  2.849
H  1.800  -0.013  1.311
H  0.080  0.711  -0.859
H  0.773  -0.883  -0.529
H  -0.955  -0.730  -0.841
H  0.213  -2.228  1.391
H  -1.540  -1.874  1.384
H  -0.578  -1.499  2.801
C  2.554  -2.479  2.369
O  1.830  -3.243  1.424
C  2.429  -3.318  0.135
C  2.930  -4.715  -0.158
N  4.069  -5.053  0.681
C  4.497  -6.444  0.612
C  3.514  -7.526  1.044
O  3.229  -7.537  2.429
C  2.222  -6.642  2.854
H  1.909  -2.346  3.237
H  3.480  -2.969  2.689
H  2.811  -1.496  1.963
H  3.243  -2.591  0.051
H  1.662  -3.060  -0.601
H  3.239  -4.761  -1.207
H  2.081  -5.402  -0.034
H  3.855  -4.818  1.642
H  5.390  -6.544  1.234
H  4.803  -6.656  -0.418
H  3.979  -8.491  0.829
H  2.580  -7.486  0.470
H  1.449  -6.514  2.090
H  2.621  -5.657  3.114
H  1.764  -7.067  3.747
C  -0.855  3.074  -2.201
O  -1.584  2.211  -3.046
C  -2.930  1.980  -2.644
C  -3.902  2.617  -3.612
N  -3.847  4.069  -3.536
C  -4.596  4.773  -4.569
C  -4.192  4.565  -6.024
O  -2.935  5.116  -6.365
C  -1.814  4.305  -6.076
H  0.189  3.024  -2.508
H  -1.191  4.116  -2.275
H  -0.931  2.760  -1.156
H  -3.093  2.346  -1.628
H  -3.092  0.899  -2.639
H  -4.915  2.289  -3.357
H  -3.673  2.230  -4.616
H  -2.880  4.365  -3.567
H  -4.523  5.843  -4.358
H  -5.653  4.502  -4.469
H  -4.924  5.091  -6.643
H  -4.229  3.508  -6.314
H  -2.048  3.242  -6.187
H  -1.426  4.471  -5.066
H  -1.030  4.568  -6.786



The following is a quantum chemistry calculation of a molecular structure, C23H48N3O7S at a distorted geometry, from OMol25.

## Properties
- frontier orbital gap (eV) = 4.448
- total charge = -1
- LUMO energy (Ha) = 0.0706
- energy above the lowest of the compared OMol25 structures with the same formula, charge and spin (eV) = 0.000
- HOMO level (eV) = -2.529
- molecular weight (g mol⁻¹) = 510.72

Positions of all 82 atoms, in Å:
C  -1.058  2.940  2.741
C  -1.431  1.441  2.818
C  -2.943  1.391  3.108
C  -1.032  0.807  1.463
C  -2.183  0.672  0.460
C  -0.249  -0.520  1.625
O  1.158  -0.252  1.506
C  1.886  -1.041  0.634
C  1.726  -2.555  0.731
O  3.241  -0.839  1.166
S  3.527  0.736  0.832
O  3.232  1.673  1.849
O  4.922  0.768  0.527
O  2.523  0.899  -0.473
C  2.118  -0.443  -0.818
C  0.840  -0.655  -1.607
C  0.784  -2.009  -2.356
C  -0.057  -1.939  -3.657
C  -1.434  -2.617  -3.490
N  -2.556  -1.843  -4.118
C  -3.436  -1.364  -3.140
N  -4.183  -2.154  -2.512
N  -3.453  0.079  -2.918
O  3.277  -1.078  -1.257
C  3.678  -0.795  -2.614
C  4.826  0.209  -2.812
C  5.597  -0.291  -4.060
C  4.474  1.702  -3.097
C  4.810  2.676  -1.936
C  3.032  2.003  -3.555
H  0.021  3.074  2.809
H  -1.612  3.533  3.466
H  -1.401  3.281  1.760
H  -0.931  0.977  3.668
H  -3.396  0.414  2.959
H  -3.147  1.788  4.096
H  -3.426  2.092  2.419
H  -0.319  1.490  0.996
H  -2.778  -0.227  0.636
H  -2.869  1.515  0.508
H  -1.768  0.694  -0.547
H  -0.461  -0.880  2.632
H  -0.634  -1.243  0.909
H  0.694  -2.868  0.857
H  2.085  -3.016  -0.185
H  2.354  -2.930  1.531
H  -0.065  -0.516  -1.029
H  0.804  0.103  -2.396
H  0.265  -2.695  -1.685
H  1.768  -2.433  -2.525
H  0.488  -2.524  -4.396
H  -0.139  -0.904  -3.988
H  -1.413  -3.582  -3.995
H  -1.673  -2.833  -2.452
H  -2.146  -1.015  -4.535
H  -4.752  -1.646  -1.842
H  -4.309  0.431  -3.339
H  -3.576  0.208  -1.919
H  4.073  -1.751  -2.963
H  2.836  -0.608  -3.280
H  5.541  0.143  -1.997
H  6.528  0.255  -4.200
H  5.836  -1.353  -4.003
H  4.974  -0.110  -4.941
H  5.123  2.029  -3.909
H  3.949  2.910  -1.319
H  5.105  3.616  -2.413
H  5.674  2.347  -1.369
H  2.810  3.045  -3.325
H  2.263  1.409  -3.078
H  2.977  1.933  -4.643
C  -5.995  0.789  6.303
C  -5.436  -0.646  6.157
C  -4.198  -0.769  7.075
O  -5.068  -0.857  4.874
H  -5.257  1.535  5.996
H  -6.891  0.918  5.690
H  -6.276  1.008  7.348
H  -6.213  -1.322  6.601
H  -3.418  -0.059  6.786
H  -3.780  -1.778  7.026
H  -4.456  -0.569  8.130